1.
C4H9NO2S | ωB97M-V/def2-TZVPD

Last column: Mulliken charge in e.
Cartesian coordinates (Å):
1 C 0.793 0.614 -0.727  0.430
2 C 0.705 -0.077 0.374  -0.364
3 C 1.886 1.551 -0.941  -1.334
4 C -1.060 -1.560 -0.374  -1.042
5 N -0.361 -0.979 0.772  -0.192
6 O -2.340 0.942 0.431  -0.497
7 O -2.712 -0.477 2.368  -0.471
8 S -1.846 0.471 1.742  0.774
9 H 0.141 0.482 -1.573  0.355
10 H 1.691 0.304 1.487  0.083
11 H 2.342 1.750 -0.030  0.380
12 H 1.702 2.623 -1.390  0.287
13 H 2.749 1.132 -1.586  0.239
14 H -0.416 -1.876 -1.085  0.481
15 H -1.686 -2.532 -0.104  0.225
16 H -1.633 -0.715 -0.712  0.373
17 H 0.046 -1.650 1.350  0.273

Force components x, y, z for each atom (eV/Å):
C -0.052 0.274 -1.116
C 1.659 0.318 4.412
C 2.076 2.089 -2.902
C -2.773 -1.068 2.755
N 1.293 1.301 -1.334
O 0.867 -0.299 1.693
O -0.294 -0.603 0.658
S -0.957 1.144 -2.042
H -0.493 -0.331 0.008
H -3.269 -1.441 -3.464
H 0.945 0.412 1.834
H -0.344 -2.236 0.655
H -1.484 0.407 0.681
H 2.294 -0.818 -2.430
H 0.990 2.471 -0.145
H -0.902 -0.239 -0.640
H 0.447 -1.378 1.376

Summary:
**M**: 135.2 g mol⁻¹
**E_tot**: -20710.7973 eV
**Frontier orbital gap**: 9.863 eV
**2S+1**: 1
**Net charge**: 0
**Relative energy (zero: lowest compared OMol25 entry of this formula, charge and spin)**: 4.236 eV

=====

2.
C3H3N3O2 | ωB97M-V/def2-TZVPD

Last column: Mulliken charge in e.
Cartesian coordinates (Å):
1 C 0.142 -2.546 1.368  -0.515
2 C -0.329 -1.949 0.344  -0.170
3 O -1.004 -0.717 0.523  -0.320
4 C -0.243 0.265 -0.026  0.704
5 N 0.645 0.131 -0.964  -0.251
6 N 1.006 1.454 -1.353  -0.211
7 N 0.378 2.262 -0.544  0.022
8 O -0.538 1.481 0.326  -0.183
9 H 0.855 -3.363 1.301  0.244
10 H -0.132 -2.277 2.444  0.227
11 H -0.011 -2.020 -0.635  0.453

Force components x, y, z for each atom (eV/Å):
C 0.604 -1.619 4.135
C -0.392 2.167 -0.173
O 0.902 1.129 -0.349
C -1.302 -1.129 -0.250
N 0.620 0.888 -1.055
N -3.186 -0.103 4.880
N 0.773 -1.185 -2.042
O 1.660 0.911 -1.136
H -0.398 -0.067 -0.315
H 0.342 -0.096 -1.767
H 0.376 -0.895 -1.927

Summary:
**M**: 113.1 g mol⁻¹
**E_tot**: -11720.6969 eV
**Frontier orbital gap**: 10.976 eV
**2S+1**: 1
**Net charge**: 0
**Relative energy (zero: lowest compared OMol25 entry of this formula, charge and spin)**: 5.260 eV
**Structure (SMILES)**: C=COc1nnno1

=====

3.
C27H23BrN3O3RuS2 | ωB97M-V/def2-TZVPD

Last column: Mulliken spin population.
Cartesian coordinates (Å):
1 Ru -0.998 -0.025 -0.556  1.039
2 Br -8.155 0.314 1.454  0.000
3 C -6.284 0.495 1.174  0.004
4 C -5.604 1.584 1.730  -0.006
5 C -4.254 1.708 1.523  0.012
6 C -3.529 0.763 0.762  -0.014
7 O -2.264 0.935 0.598  -0.043
8 C -4.239 -0.351 0.198  0.008
9 C -3.627 -1.369 -0.578  -0.025
10 N -2.366 -1.454 -0.887  0.016
11 C -1.862 -2.543 -1.608  -0.006
12 C -2.454 -3.778 -1.767  0.002
13 C -1.860 -4.743 -2.593  -0.003
14 C -0.709 -4.478 -3.286  0.005
15 C -0.065 -3.233 -3.133  0.003
16 C 1.103 -2.849 -3.826  -0.011
17 C 1.614 -1.601 -3.628  0.005
18 C 1.020 -0.743 -2.687  -0.010
19 N -0.059 -1.064 -2.001  -0.028
20 C -0.625 -2.289 -2.250  0.008
21 C -5.629 -0.444 0.430  -0.003
22 H -6.142 2.326 2.304  0.000
23 H -3.702 2.542 1.935  0.000
24 H -4.288 -2.141 -0.967  0.000
25 H -3.365 -4.016 -1.232  0.001
26 H -2.337 -5.710 -2.688  0.000
27 H -0.284 -5.224 -3.945  0.000
28 H 1.577 -3.538 -4.515  -0.001
29 H 2.498 -1.267 -4.152  0.000
30 H 1.427 0.243 -2.522  0.000
31 H -6.180 -1.268 -0.008  0.000
32 O 5.085 -2.287 -0.638  0.000
33 S 4.435 -1.015 -0.634  0.000
34 O 4.523 -0.206 -1.820  0.000
35 N 2.812 -1.172 -0.243  0.000
36 C 2.542 -0.416 0.752  0.004
37 S 0.888 -0.028 1.272  0.057
38 C 3.662 0.277 1.402  0.009
39 C 3.652 1.150 2.482  0.001
40 C 4.836 1.775 2.843  0.002
41 C 6.018 1.530 2.150  -0.001
42 C 6.039 0.632 1.088  0.001
43 C 4.859 0.016 0.748  -0.002
44 H 2.735 1.334 3.027  -0.004
45 H 4.839 2.475 3.668  0.000
46 H 6.926 2.044 2.433  0.000
47 H 6.952 0.433 0.541  0.000
48 C -0.346 2.344 2.700  0.002
49 C 0.477 2.781 1.486  0.003
50 C -0.222 3.928 0.757  0.001
51 C 0.742 1.659 0.470  -0.019
52 H -0.618 3.219 3.292  0.000
53 H 0.217 1.666 3.342  -0.001
54 H -1.253 1.831 2.382  0.000
55 H 1.454 3.127 1.839  0.000
56 H -1.189 3.591 0.376  -0.001
57 H 0.376 4.291 -0.082  0.001
58 H -0.393 4.763 1.437  0.000
59 H -0.083 1.649 -0.296  -0.003
60 H 1.681 1.826 -0.056  0.000

Force components x, y, z for each atom (eV/Å):
Ru -0.230 -0.762 0.282
Br 0.003 0.050 0.024
C -0.254 -0.263 -0.097
C 0.352 0.075 -0.078
C -0.363 0.119 0.160
C 0.353 -0.680 -0.400
O -0.679 1.244 0.958
C -0.065 0.519 0.368
C 0.152 -0.314 -0.202
N 0.003 0.578 0.323
C -0.015 -0.586 -0.540
C 0.057 0.458 0.331
C 0.112 -0.186 -0.182
C -0.127 -0.188 0.056
C -0.139 0.319 0.254
C 0.172 0.009 -0.123
C 0.161 -0.068 0.012
C -0.289 -0.187 -0.204
N 0.967 -0.082 -0.572
C -0.113 -0.152 -0.205
C -0.018 0.039 -0.077
H -0.013 -0.026 0.027
H -0.008 0.006 -0.002
H -0.059 -0.015 0.085
H -0.005 -0.032 -0.051
H 0.009 0.014 -0.026
H 0.035 0.032 0.012
H -0.047 -0.013 0.002
H 0.032 0.012 0.013
H 0.088 0.045 0.154
H 0.003 -0.019 0.047
O -0.159 0.033 0.349
S 0.837 -0.033 -0.640
O -0.299 -0.099 0.187
N -0.298 0.149 0.113
C -0.258 0.242 -0.313
S -0.466 -0.235 -0.268
C 0.827 0.452 0.381
C -0.223 -0.148 -0.088
C 0.140 0.069 0.029
C -0.113 -0.051 0.008
C 0.261 -0.100 -0.103
C -0.568 -0.024 -0.037
H -0.009 0.032 -0.032
H 0.002 -0.025 0.013
H -0.006 -0.021 0.024
H -0.022 0.013 0.007
C 0.093 0.004 -0.039
C -0.263 -0.021 0.015
C 0.114 0.031 -0.012
C 0.267 -0.709 0.364
H -0.006 -0.007 -0.005
H -0.008 0.013 0.034
H -0.012 0.060 0.009
H 0.008 0.013 -0.027
H 0.001 0.000 0.002
H -0.046 0.000 -0.023
H 0.011 0.009 -0.021
H 0.224 0.365 -0.100
H -0.104 0.047 -0.175

Summary:
**M**: 682.6 g mol⁻¹
**Expectation value of S²**: 0.76
**E_tot**: -133278.7684 eV
**Frontier orbital gap (alpha / beta)**: 5.728 / 5.371 eV
**2S+1**: 2
**Net charge**: 0
**Relative energy (zero: lowest compared OMol25 entry of this formula, charge and spin)**: 0.000 eV

=====

4.
C20H42BFI2N3O5PS | ωB97M-V/def2-TZVPD

Last column: Mulliken charge in e.
Cartesian coordinates (Å):
1 C 2.403 3.070 4.010  -0.986
2 C 1.130 3.427 4.746  -0.285
3 O -0.079 3.186 4.048  -0.378
4 B -0.453 1.909 3.706  1.351
5 O 0.180 0.899 4.435  -0.383
6 P -1.948 1.520 2.391  1.297
7 N -1.506 -0.201 2.480  -0.788
8 C -2.505 3.346 2.315  -1.162
9 C -3.142 3.860 1.012  -0.678
10 C -4.659 3.942 1.036  -0.541
11 O -5.148 4.790 0.004  -0.465
12 C -5.184 4.168 -1.262  -0.678
13 C -3.084 1.275 3.993  -1.315
14 C -3.056 -0.036 4.663  0.328
15 O -2.577 -0.270 5.728  -0.583
16 F -3.700 -1.032 4.024  -0.235
17 N -3.352 1.120 1.182  -0.660
18 C -4.315 0.433 1.294  0.341
19 S -5.407 -0.725 1.166  -0.391
20 C -0.777 1.822 0.773  -1.080
21 I 0.417 3.597 0.708  -0.075
22 C -0.700 1.041 -0.302  0.251
23 C -1.432 -0.249 -0.550  -0.906
24 I 0.534 1.486 -2.006  -0.156
25 H 2.607 3.767 3.206  0.249
26 H 3.232 3.162 4.709  0.379
27 H 2.428 2.057 3.624  0.187
28 H 1.125 2.995 5.742  0.313
29 H 1.163 4.503 4.906  0.329
30 H 0.836 0.426 3.922  0.267
31 H -0.613 -0.368 2.036  0.265
32 H -2.164 -0.831 2.030  0.288
33 H -1.684 4.016 2.535  0.338
34 H -3.238 3.552 3.092  0.561
35 H -2.770 3.371 0.114  0.194
36 H -2.849 4.906 0.902  0.557
37 H -5.127 2.965 0.941  0.350
38 H -4.952 4.423 1.964  0.305
39 H -4.340 4.499 -1.865  0.243
40 H -5.161 3.082 -1.185  0.291
41 H -6.105 4.450 -1.765  0.262
42 H -2.658 1.948 4.732  0.479
43 H -4.100 1.639 3.852  0.577
44 H -2.506 -0.123 -0.582  0.141
45 H -1.160 -0.628 -1.530  0.368
46 H -1.160 -1.036 0.142  0.233
47 C 0.572 -2.657 -2.714  -0.997
48 C 1.692 -3.666 -2.569  -0.633
49 N 2.589 -3.822 -3.782  0.031
50 C 1.741 -4.263 -4.933  -1.090
51 C 3.556 -4.958 -3.544  -0.323
52 C 4.586 -4.791 -2.438  -1.211
53 C 3.268 -2.546 -4.237  -0.688
54 C 4.066 -1.733 -3.238  -0.554
55 O 3.216 -1.307 -2.213  -0.031
56 C 3.857 -1.019 -0.975  -0.842
57 H -0.163 -2.957 -3.462  0.362
58 H 0.048 -2.594 -1.762  0.329
59 H 0.926 -1.656 -2.948  0.265
60 H 1.276 -4.660 -2.396  0.576
61 H 2.322 -3.420 -1.724  0.210
62 H 1.189 -5.151 -4.637  0.385
63 H 2.389 -4.486 -5.776  0.434
64 H 1.056 -3.468 -5.201  0.472
65 H 4.059 -5.134 -4.494  0.373
66 H 2.928 -5.821 -3.330  0.485
67 H 5.459 -4.241 -2.777  0.344
68 H 4.941 -5.782 -2.157  0.430
69 H 4.191 -4.322 -1.540  0.256
70 H 2.468 -1.921 -4.625  0.454
71 H 3.913 -2.836 -5.067  0.396
72 H 4.447 -0.863 -3.790  0.359
73 H 4.936 -2.263 -2.851  0.347
74 H 4.912 -0.776 -1.110  0.366
75 H 3.766 -1.876 -0.298  0.287
76 H 3.347 -0.167 -0.529  0.208

Force components x, y, z for each atom (eV/Å):
C 0.243 0.020 0.083
C 0.076 0.623 0.425
O -0.252 -0.183 -0.461
B 0.188 -0.034 0.107
O 0.325 0.349 -0.125
P 1.130 1.063 1.943
N -0.254 -0.165 -0.552
C -0.500 0.115 -0.954
C 0.084 0.602 0.196
C 0.276 0.146 -0.342
O -0.301 -0.158 0.024
C 0.091 0.207 0.088
C 0.125 0.203 -0.261
C 0.246 0.175 0.871
O 0.031 -0.177 -0.106
F -0.307 -0.172 -0.421
N -1.181 -0.210 0.578
C 1.016 -0.412 -1.009
S -0.548 0.114 0.195
C 0.175 0.222 -0.504
I -0.154 -0.170 0.297
C 0.076 0.035 0.132
C 0.189 -0.244 -0.911
I 0.099 -0.165 -0.211
H -0.106 0.007 -0.304
H 0.113 -0.008 0.154
H -0.118 -0.143 -0.093
H -0.178 -0.439 0.036
H -0.131 0.178 0.031
H -0.219 -0.470 -0.019
H 0.174 0.091 0.018
H -0.088 0.093 0.145
H 0.353 -0.269 0.196
H -0.041 -0.317 0.333
H -0.044 -0.327 -0.050
H 0.193 0.139 -0.074
H -0.145 -0.155 0.196
H -0.198 -0.054 0.193
H 0.159 -0.055 -0.176
H 0.035 -0.184 0.055
H -0.145 0.109 -0.089
H 0.093 0.222 0.089
H -0.212 -0.304 -0.349
H -0.200 0.063 0.344
H -0.001 -0.001 -0.144
H -0.092 -0.040 0.363
C 0.000 0.015 -0.282
C -0.236 -0.027 0.251
N 0.004 -0.057 -0.087
C -0.003 0.061 -0.022
C 0.166 -0.052 0.206
C 0.108 0.021 -0.068
C -0.005 0.056 -0.056
C -0.003 0.069 0.139
O 0.068 0.004 0.156
C -0.134 0.060 0.048
H -0.036 -0.042 0.046
H 0.040 -0.015 0.042
H 0.034 0.032 0.112
H 0.061 -0.051 -0.070
H 0.067 0.104 -0.048
H -0.025 -0.031 -0.015
H 0.001 -0.020 -0.027
H -0.048 0.001 0.009
H -0.032 -0.012 -0.045
H -0.053 -0.005 -0.055
H -0.020 0.075 0.034
H -0.072 -0.044 0.000
H -0.016 -0.008 0.007
H 0.007 0.051 -0.004
H -0.016 0.010 -0.038
H 0.039 -0.081 -0.111
H -0.034 -0.091 0.011
H 0.000 0.043 -0.027
H 0.079 0.000 -0.016
H -0.021 0.015 -0.028

Summary:
**M**: 751.2 g mol⁻¹
**E_tot**: -75844.6227 eV
**Frontier orbital gap**: 6.020 eV
**2S+1**: 1
**Net charge**: 0